The following is a quantum chemistry calculation of a gas-phase ion, C5H11NO2 (charge +1) in a non-equilibrium geometry, from OMol25.

```
19
Properties=species:S:1:pos:R:3:forces:R:3
C -1.6161 0.8232 -0.0430 -0.5 -0.1 -0.2
C -2.8065 0.1596 -0.7419 0.9 0.5 -1.3
O -2.6534 0.2388 -2.1487 -0.9 0.8 0.3
C -0.2780 0.2512 -0.4846 0.2 0.9 2.0
N 0.5949 0.0083 0.5665 0.1 -1.0 -1.5
C 1.8346 -0.6472 0.2727 2.3 -0.3 0.2
C 2.9052 -0.3328 1.3563 -0.8 0.1 -0.9
O 0.1341 0.1221 -1.6194 -0.4 -0.2 -0.3
H -1.5547 1.8854 -0.3019 0.0 -0.1 -0.2
H -1.7769 0.7783 1.0370 0.5 -0.2 0.0
H -2.9385 -0.8706 -0.4159 -0.3 0.1 0.2
H -3.6419 0.8298 -0.5364 -0.3 -0.6 0.2
H -1.9422 -0.2625 -2.5297 0.5 -0.7 0.1
H 0.1958 -0.1519 1.4751 -0.2 0.2 0.5
H 1.8373 -1.7407 0.1555 -0.8 0.1 0.1
H 2.2028 -0.3263 -0.7103 -0.5 0.3 0.0
H 2.9017 -1.0906 2.1334 -0.1 0.4 0.4
H 3.8835 -0.3714 0.8787 0.0 0.0 0.0
H 2.7181 0.6973 1.6564 0.3 -0.2 0.6
```
Forces are in eV/Å.

Calculated values
LUMO level (spin up / spin down) in eV: -4.01 / -9.29
Energy relative to the best compared isomer or geometry (same formula, charge and spin) in kJ/mol: 148.4
Multiplicity: 2
Energy in Eh: -401.99859
Net charge: +1
Orbital gap (spin up / spin down) in Ha: 0.3982 / 0.1925
⟨S²⟩: 0.768
E_HOMO (spin up / spin down) in eV: -14.85 / -14.52

Formally, the natural (NBO) partial charges of the atoms, in units of the elementary charge, are as follows: -0.4892 -0.0617 -0.6810 0.6499 -0.3858 -0.2706 -0.6156 -0.2369 0.2815 0.2462 0.1898 0.2310 0.4835 0.4301 0.2577 0.2525 0.2365 0.2568 0.2252